Record 1
{"formula": "C21H30KNOPS", "method": "ωB97M-V with the def2-TZVPD basis set", "symbols": ["K", "C", "C", "C", "C", "C", "N", "H", "H", "H", "H", "H", "H", "H", "H", "H", "C", "P", "C", "C", "C", "C", "C", "C", "C", "H", "H", "H", "H", "H", "H", "H", "H", "H", "H", "H", "C", "C", "C", "C", "C", "C", "C", "S", "C", "O", "H", "H", "H", "H", "H", "H", "H", "H", "H", "H"], "positions_angstrom": [[-0.5282, -0.1203, 0.4527], [-2.4963, 0.4750, -5.1363], [-3.4921, 0.3587, -3.9734], [-4.2766, 1.6615, -3.7978], [-4.4416, -0.8279, -4.1835], [-2.7180, 0.1097, -2.7494], [-2.1088, -0.0901, -1.7977], [-3.0457, 0.6641, -6.0588], [-1.9250, -0.4453, -5.2571], [-1.7972, 1.2951, -4.9725], [-4.8496, 1.8493, -4.7062], [-3.6113, 2.5088, -3.6335], [-4.9742, 1.5973, -2.9632], [-5.0196, -0.6625, -5.0931], [-5.1369, -0.9275, -3.3505], [-3.8913, -1.7617, -4.2926], [3.8936, 2.1191, -0.1878], [2.1196, 1.7026, -0.3024], [1.3715, 3.3466, 0.0057], [1.8336, 1.4570, -2.0848], [1.6140, 2.4725, -3.0126], [1.4107, 2.1723, -4.3504], [1.4328, 0.8541, -4.7841], [1.6504, -0.1694, -3.8730], [1.8428, 0.1341, -2.5336], [4.1672, 2.9877, -0.7882], [4.4882, 1.2624, -0.5081], [4.1350, 2.3205, 0.8572], [1.8381, 4.1537, -0.5619], [1.4642, 3.5922, 1.0646], [0.3074, 3.3396, -0.2412], [1.6032, 3.5078, -2.6962], [1.2451, 2.9721, -5.0606], [1.2846, 0.6287, -5.8322], [1.6712, -1.2002, -4.2023], [2.0172, -0.6709, -1.8247], [6.2088, -0.5148, 1.5346], [4.8973, -1.2036, 1.3076], [4.6215, -1.8504, 0.1082], [3.4062, -2.4926, -0.0902], [2.4632, -2.4990, 0.9255], [2.7156, -1.8519, 2.1290], [3.9247, -1.2126, 2.3120], [0.8860, -3.2591, 0.5948], [1.0449, -4.7337, 1.6047], [-0.1409, -2.4113, 1.2908], [6.8027, -0.4705, 0.6234], [6.7927, -1.0441, 2.2897], [6.0644, 0.5038, 1.8973], [5.3617, -1.8484, -0.6822], [3.1982, -2.9779, -1.0369], [1.9587, -1.8453, 2.9043], [4.1292, -0.7080, 3.2487], [1.2511, -4.4563, 2.6370], [1.8552, -5.3422, 1.2049], [0.1048, -5.2774, 1.5398]], "nbo_charge": [0.9442, -0.5873, -0.1693, -0.5875, -0.5871, 0.3993, -0.4618, 0.2249, 0.2209, 0.2222, 0.2258, 0.2203, 0.2230, 0.2252, 0.2233, 0.2222, -0.9280, 0.7377, -0.9453, -0.2669, -0.2322, -0.2045, -0.2015, -0.1986, -0.2472, 0.2337, 0.2405, 0.2381, 0.2301, 0.2439, 0.2319, 0.2159, 0.2238, 0.2235, 0.2193, 0.2082, -0.6597, 0.1092, -0.2465, -0.1927, -0.3061, -0.2010, -0.2213, 1.2696, -0.8131, -1.0503, 0.2233, 0.2367, 0.2253, 0.2246, 0.2268, 0.2349, 0.2216, 0.2428, 0.2446, 0.2506], "e_homo_ev": -11.3244, "e_above_lowest_ev": 0.000, "multiplicity": 1, "total_charge": 1}

Record 2
{"formula": "C6H18ClN4O5P2S", "method": "ωB97M-V with the def2-TZVPD basis set", "symbols": ["C", "C", "N", "N", "C", "N", "C", "Cl", "C", "C", "N", "P", "O", "O", "O", "P", "O", "O", "S", "H", "H", "H", "H", "H", "H", "H", "H", "H", "H", "H", "H", "H", "H", "H", "H", "H", "H"], "positions_angstrom": [[-1.6933, 3.7298, 1.7033], [-1.4389, 2.6495, 0.6537], [-0.7208, 1.4970, 1.2108], [-1.2104, 0.2611, 0.6456], [-0.2676, -0.7056, 0.3105], [-0.1516, -1.1068, -1.0191], [-0.2098, -0.0220, -1.9957], [1.0708, 1.1514, -1.6322], [-0.1167, -0.6441, -3.4169], [0.7807, 0.0823, -4.4033], [0.5262, -1.2805, 1.1842], [1.8144, -2.4643, 0.7530], [2.8241, -2.4238, 1.7975], [1.0903, -3.8554, 0.6979], [2.3987, -2.1170, -0.6554], [0.4714, -0.9467, 2.9316], [0.8019, -2.3059, 3.6169], [-1.0277, -0.6778, 3.2898], [1.6632, 0.4745, 3.4275], [-1.7430, 3.2902, 2.6946], [-2.6152, 4.2537, 1.4755], [-0.8871, 4.4581, 1.7007], [-2.3984, 2.2806, 0.3021], [-0.9187, 3.0733, -0.2074], [0.2811, 1.5784, 1.1125], [-1.9632, -0.1174, 1.2115], [-0.8337, -1.8329, -1.2237], [-1.1473, 0.5220, -1.9598], [-1.1334, -0.6530, -3.8044], [0.2046, -1.6803, -3.3259], [1.8164, 0.1199, -4.0890], [0.7659, -0.4867, -5.3318], [0.3984, 1.0648, -4.6605], [0.2801, -3.8250, 0.1677], [2.6193, -1.1769, -0.7357], [1.7542, -2.3297, 3.8117], [-1.0848, 0.1657, 3.7621]], "nbo_charge": [-0.6157, -0.2318, -0.4805, -0.5710, 0.8027, -0.6844, -0.0362, -0.0277, -0.4201, -0.6124, -0.9519, 2.4864, -1.0583, -0.9284, -0.9477, 1.9574, -0.9705, -0.9892, -0.5068, 0.2169, 0.2274, 0.2175, 0.2018, 0.1909, 0.3832, 0.4216, 0.4238, 0.2221, 0.2260, 0.2146, 0.2212, 0.2351, 0.2230, 0.5099, 0.5343, 0.5618, 0.5549], "e_homo_ev": -12.3458, "smiles": "CCNN/C(N[C@@H](Cl)CC)=[N+](/P(=O)(O)O)P(O)(O)=S", "multiplicity": 1, "total_charge": 1}

Record 3
{"formula": "C24H37BClIO4P", "method": "ωB97M-V with the def2-TZVPD basis set", "symbols": ["C", "C", "C", "C", "O", "C", "I", "O", "B", "Cl", "P", "C", "C", "C", "O", "C", "C", "O", "C", "C", "H", "H", "H", "H", "H", "H", "H", "H", "H", "H", "H", "H", "H", "H", "H", "H", "H", "H", "H", "H", "H", "H", "H", "H", "H", "C", "C", "C", "C", "C", "C", "H", "H", "H", "H", "H", "H", "C", "C", "C", "C", "C", "C", "H", "H", "H", "H", "H", "H"], "positions_angstrom": [[-0.2742, 0.8260, 1.7769], [1.2263, 1.0519, 1.5785], [1.5925, 2.2256, 0.6477], [2.1213, 1.8204, -0.7189], [1.3407, 0.8214, -1.3773], [0.8270, 1.2404, -2.5832], [2.6995, 1.3260, -3.9556], [0.2305, 2.4381, -2.5187], [-0.7468, 2.5065, -3.6647], [-0.0199, 3.6282, -5.0608], [-2.4373, 3.3048, -2.9629], [-3.0706, 4.2879, -4.4014], [-1.6993, 4.6829, -1.9580], [-2.5559, 5.0421, -0.7355], [-0.8296, 1.1258, -4.1557], [-0.1364, 0.2768, -3.2831], [-1.0914, -0.4631, -2.2980], [-2.3965, 0.0364, -2.3817], [-3.0957, 0.2149, -1.1773], [-4.5689, 0.3823, -1.5224], [-0.7002, 0.2292, 0.9692], [-0.4788, 0.3006, 2.7176], [-0.8177, 1.7777, 1.7993], [1.6987, 1.2125, 2.5541], [1.6680, 0.1341, 1.1777], [0.7344, 2.8961, 0.5065], [2.3916, 2.8122, 1.1181], [2.1806, 2.6871, -1.3812], [3.1351, 1.4139, -0.6278], [-2.8548, 5.3520, -4.2811], [-2.5893, 3.9548, -5.3219], [-4.1557, 4.1575, -4.4905], [-0.6980, 4.3664, -1.6488], [-1.5667, 5.5695, -2.5883], [-2.7128, 4.1616, -0.0999], [-3.5488, 5.4006, -1.0337], [-2.0836, 5.8241, -0.1291], [0.4308, -0.4810, -3.8256], [-0.6863, -0.3901, -1.2817], [-1.1103, -1.5287, -2.5712], [-2.7238, 1.1052, -0.6527], [-2.9471, -0.6538, -0.5172], [-5.0433, -0.5789, -1.7461], [-5.1054, 0.8413, -0.6836], [-4.6490, 1.0436, -2.3847], [3.3660, -3.3868, 1.7347], [4.7485, -3.2650, 1.7633], [5.3751, -2.3140, 0.9692], [4.6205, -1.4849, 0.1498], [3.2384, -1.6063, 0.1212], [2.6137, -2.5600, 0.9124], [2.8742, -4.1279, 2.3528], [5.3359, -3.9088, 2.4057], [6.4535, -2.2189, 0.9883], [5.1058, -0.7435, -0.4724], [2.6514, -0.9663, -0.5245], [1.5342, -2.6542, 0.8868], [-0.8212, -6.0347, 5.0892], [-0.3335, -4.9985, 5.8734], [0.2550, -3.8931, 5.2750], [0.3541, -3.8235, 3.8926], [-0.1337, -4.8592, 3.1084], [-0.7207, -5.9654, 3.7067], [-1.2806, -6.8967, 5.5558], [-0.4129, -5.0522, 6.9516], [0.6382, -3.0854, 5.8850], [0.8127, -2.9612, 3.4251], [-0.0568, -4.8032, 2.0299], [-1.1009, -6.7731, 3.0947]], "nbo_charge": [-0.6084, -0.3943, -0.4251, -0.0759, -0.5795, 0.6352, -0.2195, -0.7428, 0.5808, -0.3658, 0.4569, -0.9200, -0.6888, -0.6038, -0.7124, 0.0032, -0.0791, -0.5368, -0.0497, -0.6254, 0.2082, 0.1978, 0.2033, 0.1913, 0.2059, 0.2093, 0.2039, 0.2204, 0.1757, 0.2096, 0.2438, 0.2036, 0.2286, 0.2035, 0.1973, 0.1933, 0.1865, 0.1895, 0.1756, 0.1616, 0.1707, 0.1467, 0.1915, 0.1973, 0.2388, -0.2124, -0.2267, -0.2153, -0.2329, -0.1477, -0.2469, 0.2096, 0.2054, 0.2062, 0.2190, 0.2295, 0.2090, -0.2174, -0.2159, -0.2326, -0.1592, -0.2219, -0.2178, 0.2082, 0.2085, 0.2122, 0.2110, 0.2146, 0.2109], "e_homo_ev": -4.3731, "multiplicity": 1, "total_charge": -1}

Record 4
{"formula": "C9H16F3NO4P", "method": "ωB97M-V with the def2-TZVPD basis set", "symbols": ["C", "C", "C", "P", "C", "O", "C", "F", "F", "F", "C", "O", "O", "H", "H", "H", "H", "H", "H", "H", "H", "H", "C", "O", "N", "C", "C", "H", "H", "H", "H", "H", "H", "H"], "positions_angstrom": [[0.1235, 2.8874, -4.8773], [-0.1796, 2.0112, -3.8359], [-1.2701, 0.9033, -3.9452], [-0.8905, -0.6123, -2.8610], [-1.3817, 0.3165, -1.2301], [-0.3371, 1.1680, -0.6618], [0.6107, 0.5029, 0.0323], [0.4853, -0.8341, 0.0652], [0.6289, 0.9490, 1.3413], [1.8248, 0.8831, -0.4771], [-0.5631, -1.6506, -4.4191], [0.4905, -1.4618, -5.0536], [-1.4587, -2.5104, -4.7294], [-0.6059, 3.6674, -5.1900], [1.1323, 2.8212, -5.3463], [0.4367, 2.1390, -2.9142], [-1.2099, 0.5308, -4.9934], [-2.3139, 1.2750, -3.7856], [-1.9576, -1.5504, -2.5446], [0.4738, -0.7611, -2.4542], [-1.8630, -0.3619, -0.4758], [-2.2034, 1.0176, -1.5338], [0.2365, -0.8840, 6.3681], [-0.7231, -0.2029, 6.6753], [0.7855, -0.9478, 5.1347], [1.9317, -1.7851, 4.8451], [0.2083, -0.1518, 4.0637], [0.7518, -1.5267, 7.1031], [2.7530, -1.1602, 4.4866], [1.6636, -2.5083, 4.0716], [2.2547, -2.3208, 5.7373], [0.2474, 0.9035, 4.3388], [-0.8361, -0.4374, 3.9259], [0.7546, -0.3085, 3.1395]], "nbo_charge": [-0.4948, -0.1347, -0.7516, 0.8972, -0.4388, -0.5344, 1.1689, -0.3126, -0.3571, -0.3325, 0.4593, -0.7692, -0.7881, 0.1901, 0.2056, 0.2053, 0.2723, 0.2296, -0.0541, -0.0389, 0.1875, 0.1941, 0.5276, -0.6288, -0.4276, -0.3977, -0.4218, 0.0959, 0.1967, 0.1994, 0.2042, 0.2127, 0.2131, 0.2231], "e_homo_ev": -3.6927, "e_above_lowest_ev": 1.593, "multiplicity": 1, "total_charge": -1}